# 1
C35H87BrN4NbO as an isolated structure. Source: OMol25; level of theory: the ωB97M-V functional and the def2-TZVPD basis.

```
129
Properties=species:S:1:pos:R:3:lowdin_charge:R:1
C 3.16030 2.13529 -2.09507 -0.150
O 2.97187 2.90866 -0.85808 -0.291
C 3.26437 2.12048 0.34869 -0.215
C 1.90453 1.53584 1.11247 -0.192
C 1.28853 2.56904 2.22657 -0.212
C -0.32319 2.93579 1.97335 -0.219
C -0.33783 4.39283 1.22412 -0.266
C -1.73566 4.77667 0.46289 -0.323
C -2.46027 3.54859 -0.34140 -0.454
Nb -1.14896 2.44714 -1.84046 1.199
C -0.80232 4.30086 -3.13951 -0.464
C 0.68550 4.31610 -3.88947 -0.777
C 0.94679 5.75510 -4.69516 -0.196
Br 0.87830 2.86883 -5.28451 0.482
H 2.18669 1.53105 -2.38470 0.062
H 3.34774 2.88449 -3.00535 0.091
H 4.07804 1.40704 -2.09126 0.072
H 3.98742 1.20868 0.09291 0.109
H 3.87254 2.83633 1.07545 0.126
H 2.28969 0.58504 1.72177 0.104
H 1.10489 1.10381 0.35225 0.083
H 1.87890 3.59510 2.10473 0.103
H 1.41008 2.18879 3.34989 0.105
H -0.79085 2.97324 3.06960 0.100
H -0.85638 2.06930 1.39571 0.061
H 0.55551 4.43329 0.46451 0.086
H -0.11889 5.21244 2.05864 0.101
H -2.50965 5.19679 1.26886 0.089
H -1.49920 5.71341 -0.23736 0.091
H -2.99190 2.84261 0.45337 0.032
H -3.35382 4.03699 -0.96290 0.047
H -2.58236 2.06448 -2.89887 -0.166
H -0.15938 1.39094 -2.96250 -0.184
H 0.36908 2.72984 -0.89891 -0.102
H -1.52003 0.90269 -0.90147 -0.160
H -0.85761 5.28619 -2.48810 0.046
H -1.59043 4.29140 -4.02098 0.036
H 1.49093 4.20047 -3.02165 0.070
H 1.63002 6.44905 -4.04546 0.073
H 1.45879 5.48728 -5.71905 0.037
H -0.10648 6.21694 -4.91312 0.072
C -2.43983 -0.63330 1.61087 -0.112
C -2.70884 -2.00190 0.99071 -0.263
N -3.96630 -2.61566 1.42601 -0.192
C -4.07893 -4.03090 1.05693 -0.256
C -4.13459 -4.37055 -0.42909 -0.089
C -5.18021 -1.82189 1.22587 -0.254
C -5.50931 -1.37469 -0.19507 -0.087
H -2.47204 -0.68027 2.70426 0.076
H -1.44384 -0.28363 1.31989 0.043
H -3.15933 0.11812 1.27156 0.056
H -1.87605 -2.65239 1.28861 0.116
H -2.66176 -1.90878 -0.10160 0.098
H -4.95684 -4.46651 1.55074 0.107
H -3.22323 -4.56347 1.49241 0.105
H -5.10808 -4.13056 -0.86131 0.055
H -3.98472 -5.44705 -0.56586 0.049
H -3.35832 -3.85953 -1.00432 0.073
H -5.11056 -0.92524 1.85387 0.100
H -6.04335 -2.36388 1.63290 0.109
H -4.63751 -0.98581 -0.72730 0.075
H -6.25451 -0.57310 -0.16360 0.071
H -5.94341 -2.18662 -0.78319 0.051
C -0.41458 -7.64570 -0.57986 -0.089
C -0.68358 -9.01430 -1.20001 -0.271
N -1.94105 -9.62806 -0.76471 -0.192
C -2.05368 -11.04330 -1.13379 -0.256
C -2.10933 -11.38295 -2.61982 -0.097
C -3.15495 -8.83429 -0.96485 -0.250
C -3.48406 -8.38709 -2.38580 -0.088
H -0.44679 -7.69268 0.51354 0.080
H 0.58141 -7.29603 -0.87084 0.075
H -1.13407 -6.89428 -0.91916 0.062
H 0.14920 -9.66479 -0.90211 0.116
H -0.63650 -8.92118 -2.29233 0.096
H -2.93159 -11.47891 -0.63999 0.110
H -1.19798 -11.57587 -0.69832 0.107
H -3.08283 -11.14296 -3.05203 0.054
H -1.95946 -12.45945 -2.75659 0.069
H -1.33306 -10.87193 -3.19505 0.067
H -3.08530 -7.93764 -0.33685 0.093
H -4.01809 -9.37628 -0.55783 0.115
H -2.61225 -7.99821 -2.91802 0.071
H -4.22926 -7.58550 -2.35432 0.068
H -3.91816 -9.19902 -2.97391 0.053
C 7.09909 0.01028 -0.88264 -0.094
C 7.84373 -1.16176 -1.51656 -0.272
N 6.99029 -2.04906 -2.31138 -0.189
C 7.64459 -3.31082 -2.67427 -0.255
C 8.85793 -3.23722 -3.59573 -0.098
C 6.21693 -1.41851 -3.38283 -0.243
C 6.98487 -0.65472 -4.45720 -0.088
H 6.25628 -0.33694 -0.27611 0.075
H 7.77566 0.56867 -0.22736 0.073
H 6.72382 0.71126 -1.63446 0.061
H 8.28355 -1.73881 -0.69255 0.116
H 8.67991 -0.76877 -2.10850 0.094
H 6.90520 -3.98878 -3.11925 0.111
H 7.95554 -3.80984 -1.74702 0.107
H 8.56800 -3.03463 -4.62868 0.054
H 9.37772 -4.20150 -3.59662 0.068
H 9.57944 -2.48034 -3.27764 0.066
H 5.49894 -0.72672 -2.92553 0.094
H 5.58512 -2.17182 -3.87046 0.117
H 7.76465 -0.01163 -4.04138 0.067
H 6.29519 -0.01081 -5.01271 0.075
H 7.44111 -1.33049 -5.18435 0.052
C -4.20428 8.71435 6.01212 -0.099
C -3.49773 7.36417 6.10049 -0.274
N -2.89817 6.92258 4.83838 -0.186
C -2.47751 5.51740 4.85671 -0.246
C -1.35779 5.12828 5.81668 -0.093
C -1.95273 7.84700 4.20967 -0.246
C -0.73243 8.27368 5.01973 -0.091
H -4.96071 8.71487 5.22056 0.078
H -4.71007 8.93086 6.95881 0.069
H -3.50174 9.53225 5.82529 0.062
H -4.25526 6.63124 6.40772 0.116
H -2.75499 7.40770 6.90702 0.094
H -2.19426 5.20956 3.84215 0.094
H -3.35587 4.90417 5.09738 0.111
H -0.38344 5.46543 5.45744 0.055
H -1.30494 4.03702 5.89659 0.070
H -1.51616 5.51983 6.82476 0.063
H -2.49978 8.75308 3.92161 0.100
H -1.61186 7.42843 3.25414 0.112
H -0.98138 8.53437 6.05152 0.065
H -0.27975 9.15909 4.56148 0.071
H 0.03551 7.49672 5.03188 0.055
```

Computed properties:
2S+1: 1
LUMO level in eV: 2.27
Net charge: -1

***

# 2
A 11-piece molecular cluster, C35H89N3O11 overall. Source: OMol25; level of theory: the ωB97M-V functional and the def2-TZVPD basis.

```
138
Properties=species:S:1:pos:R:3:lowdin_charge:R:1
C 1.41679 0.00080 -4.56847 -0.020
C 1.11054 -1.45400 -5.06852 -0.426
C -0.23101 -1.43431 -5.85526 -0.040
C 2.13205 -1.89916 -6.23562 -0.118
C 2.13102 -3.41206 -6.57761 -0.158
C 2.29116 -4.08619 -5.18694 -0.137
C 1.13674 -3.83346 -4.22132 -0.500
C -0.26772 -4.43119 -4.56609 0.004
C 1.64338 -4.52499 -2.93697 -0.053
N 1.11923 -2.41366 -3.94032 -0.099
O 0.40779 -1.84754 -2.76455 -0.016
H 2.43088 0.15684 -4.20053 0.072
H 1.34281 0.87379 -5.21696 0.084
H 0.75879 0.33122 -3.76475 0.062
H -0.26422 -0.67245 -6.63408 0.085
H -0.44292 -2.38519 -6.34417 0.059
H -1.05000 -1.17913 -5.18278 0.076
H 2.04503 -1.35034 -7.17335 0.112
H 3.08926 -1.60090 -5.80795 0.110
H 1.22566 -3.72886 -7.09536 0.096
H 2.95865 -3.64622 -7.24717 0.107
H 3.25273 -3.84247 -4.73516 0.120
H 2.35870 -5.14861 -5.42102 0.122
H -0.24260 -5.44965 -4.17852 0.081
H -0.40640 -4.32524 -5.64203 0.061
H -1.11056 -3.91241 -4.10939 0.080
H 0.90051 -4.29126 -2.17433 0.063
H 2.63392 -4.29377 -2.54521 0.080
H 1.67225 -5.61350 -2.98612 0.090
H -0.49518 -1.79590 -3.08636 0.080
C -3.61559 7.00859 -0.02998 -0.041
C -3.37110 6.95467 1.48269 -0.485
C -3.89281 8.30155 2.12075 -0.020
C -4.44704 5.90892 1.96841 -0.135
C -4.04009 4.39372 1.85302 -0.135
C -2.56195 4.22816 2.50693 -0.125
C -1.58357 5.17812 1.78597 -0.413
C -0.27747 5.11296 2.79287 -0.033
C -1.05538 4.53804 0.37852 0.005
N -2.01763 6.61011 1.81692 -0.119
O -0.94606 7.44699 1.39706 0.001
H -2.70386 7.18822 -0.59970 0.083
H -3.92858 6.01307 -0.34475 0.060
H -4.37453 7.71455 -0.36722 0.081
H -4.86547 8.21883 2.60571 0.071
H -3.10309 8.65404 2.78422 0.076
H -4.10093 9.08419 1.39119 0.068
H -4.58140 5.98052 3.04772 0.107
H -5.38491 6.14708 1.46663 0.118
H -4.67292 3.66831 2.36430 0.093
H -4.07846 4.06738 0.81373 0.074
H -2.09006 3.24784 2.44069 0.100
H -2.59229 4.44754 3.57419 0.108
H 0.63567 5.34463 2.24460 0.077
H -0.19637 4.10288 3.19443 0.049
H -0.52947 5.63828 3.71408 0.080
H -1.89891 4.56689 -0.31121 0.048
H -0.73706 3.49887 0.46153 0.057
H -0.27003 5.24685 0.11600 0.074
H -0.53092 7.52873 2.25878 0.089
C 1.42874 -6.80315 2.89427 -0.041
C 0.14238 -6.04345 3.35292 -0.416
C -0.84561 -7.13042 3.97450 -0.035
C 0.58778 -4.97696 4.39349 -0.144
C 1.20092 -3.68094 3.87486 -0.187
C 0.55021 -3.03319 2.65188 -0.124
C 0.12097 -4.09289 1.57655 -0.428
C -0.96024 -3.41218 0.65384 -0.037
C 1.35007 -4.43535 0.61067 -0.013
N -0.49623 -5.28645 2.18745 -0.149
O -1.04027 -6.15957 1.31983 -0.014
H 1.55925 -7.67250 3.53870 0.075
H 2.30475 -6.15701 2.83760 0.064
H 1.36187 -7.23406 1.89529 0.078
H -1.02271 -7.93349 3.25908 0.074
H -1.77869 -6.72282 4.36349 0.074
H -0.48506 -7.68191 4.84281 0.075
H -0.26572 -4.77353 5.04022 0.107
H 1.28481 -5.41826 5.10589 0.116
H 2.22165 -3.99127 3.65148 0.100
H 1.33131 -2.85260 4.57124 0.110
H 1.25344 -2.26654 2.32660 0.108
H -0.31508 -2.47796 3.01397 0.109
H -1.39025 -3.95634 -0.18705 0.082
H -1.85019 -3.19925 1.24609 0.066
H -0.51371 -2.47665 0.31697 0.069
H 0.96916 -5.16064 -0.10833 0.069
H 1.73616 -3.62238 -0.00425 0.071
H 2.14978 -4.73868 1.28635 0.061
H -1.94122 -6.17657 1.65088 0.111
C -3.94243 -1.04800 0.89924 -0.073
C -2.67247 -0.32665 0.49529 -0.320
O -2.13383 -0.83534 -0.71640 -0.097
H -3.75114 -2.08562 0.62563 0.064
H -4.82991 -0.73402 0.34979 0.078
H -4.01090 -1.01834 1.98668 0.082
H -1.91157 -0.38979 1.27321 0.101
H -2.86569 0.74542 0.45739 0.110
H -2.87126 -0.72506 -1.32108 0.097
C -3.60250 3.16384 -2.85550 -0.067
C -2.07726 2.90958 -3.15393 -0.314
O -1.78393 1.60956 -2.76354 -0.079
H -3.86302 4.12662 -3.29514 0.063
H -3.85859 3.37063 -1.81638 0.042
H -4.29106 2.38216 -3.17637 0.067
H -1.47550 3.70319 -2.71101 0.100
H -1.77222 3.07260 -4.18760 0.103
H -0.97349 1.67547 -2.25321 0.048
C 2.56954 2.01419 4.78766 -0.062
C 1.53721 2.83791 5.60571 -0.319
O 1.99534 4.15411 5.62563 -0.099
H 2.44261 1.99361 3.70527 0.060
H 2.60583 0.97422 5.11209 0.062
H 3.52799 2.34048 5.19141 0.073
H 1.45961 2.63974 6.67473 0.112
H 0.55421 2.84357 5.13479 0.089
H 1.77103 4.57705 6.45774 0.083
C 2.44137 0.59751 0.46340 -0.054
C 0.91448 0.91627 0.43308 -0.240
O 0.29171 0.62699 -0.84522 -0.104
H 2.83475 0.61807 -0.55293 0.054
H 2.68217 -0.31564 1.00772 0.066
H 3.01527 1.40259 0.92229 0.046
H 0.87343 2.00534 0.41458 0.088
H 0.40378 0.42872 1.26349 0.100
H -0.41707 -0.02026 -0.86288 0.022
O 4.85144 0.72029 -2.31614 -0.080
H 4.23739 -0.00785 -2.22137 -0.038
H 4.62245 1.32116 -1.60708 -0.039
O 6.02301 -0.49835 2.20223 -0.046
H 5.37968 0.21003 2.17830 0.008
H 6.74688 -0.18352 1.66082 0.033
O 5.01515 2.63356 -0.31878 -0.036
H 5.67745 3.25537 -0.62035 0.059
H 5.24557 2.46149 0.59420 0.040
O 3.22804 -1.57311 -2.28869 -0.040
H 3.47360 -2.37705 -2.74652 0.031
H 2.29967 -1.45610 -2.49034 0.006
```

Computed properties:
Relative energy (zero: lowest compared OMol25 entry of this formula, charge and spin) in kJ/mol: 59.4
SMILES string: CC1(C)CCCC(C)(C)N1O.CC1(C)CCCC(C)(C)N1O.CC1(C)CCCC(C)(C)N1O.CCO.CCO.CCO.CCO.O.O.O.O
2S+1: 1
LUMO level in eV: 0.34
Net charge: 0

***

# 3
A 12-piece molecular cluster, C35H94O12 overall. Source: OMol25; level of theory: the ωB97M-V functional and the def2-TZVPD basis.

```
141
Properties=species:S:1:pos:R:3:lowdin_charge:R:1
C 2.67051 0.07211 4.36118 -0.042
C 3.38848 -0.81299 3.39258 -0.502
C 4.86396 -0.47393 3.18763 -0.043
O 3.32748 -2.22467 3.65250 -0.078
H 2.72613 1.11361 4.01388 0.089
H 3.17852 -0.05123 5.32921 0.090
H 1.59794 -0.19176 4.49971 0.072
H 2.94606 -0.74002 2.36853 0.113
H 5.27991 -1.36278 2.70198 0.078
H 5.40714 -0.31871 4.16370 0.092
H 5.02962 0.46965 2.59666 0.090
H 2.50392 -2.50804 4.08889 0.063
C -2.53195 -4.54363 -2.49993 -0.044
C -2.32692 -3.08130 -2.10444 -0.495
C -2.11276 -2.88697 -0.61324 -0.055
O -1.12038 -2.75763 -2.73699 -0.057
H -2.77754 -4.65568 -3.56746 0.095
H -3.26126 -4.97984 -1.86234 0.066
H -1.70512 -5.10935 -2.24554 0.053
H -3.20308 -2.45331 -2.49089 0.155
H -2.92372 -3.26571 0.01187 0.082
H -1.91980 -1.82145 -0.36187 0.078
H -1.22490 -3.45751 -0.46741 0.061
H -0.95011 -1.87155 -2.48436 0.010
C 4.68921 2.78740 -2.31697 -0.068
C 4.71455 1.28258 -2.24122 -0.455
C 5.43565 0.82664 -0.95826 -0.036
O 3.36630 0.78221 -2.45723 -0.086
H 4.37429 3.05774 -3.33827 0.087
H 5.71325 3.11193 -2.08792 0.074
H 4.08200 3.27850 -1.50666 0.097
H 5.25376 0.84567 -3.10331 0.141
H 5.56162 -0.22264 -0.85351 0.073
H 4.94458 1.23965 -0.07849 0.076
H 6.32907 1.39793 -0.94996 0.061
H 3.00181 0.57358 -1.59796 0.038
C 2.23437 -1.10367 -5.74492 -0.051
C 2.41623 -2.05596 -4.51858 -0.503
C 2.48375 -3.49207 -4.83680 -0.082
O 3.62237 -1.76555 -3.79939 -0.070
H 1.82531 -0.16483 -5.44008 0.035
H 1.51077 -1.48085 -6.55284 0.094
H 3.25411 -0.91466 -6.16823 0.092
H 1.48238 -1.96811 -3.85388 0.133
H 1.51034 -3.80292 -5.31860 0.103
H 2.61004 -4.02727 -3.94746 0.034
H 3.29260 -3.83639 -5.55727 0.108
H 3.62614 -0.84242 -3.48587 0.048
C -1.89929 4.76169 5.43541 -0.065
C -1.56725 4.83040 3.99530 -0.497
C -0.15414 4.46677 3.67371 -0.055
O -2.36064 3.92618 3.16034 -0.055
H -2.92207 5.11272 5.59500 0.088
H -1.13579 5.36753 5.98927 0.106
H -1.87291 3.77458 5.83178 0.052
H -1.77516 5.88153 3.72899 0.144
H 0.53002 5.09828 4.23599 0.083
H -0.05563 4.55853 2.60728 0.070
H 0.00463 3.36402 3.93077 0.106
H -3.05129 4.46628 2.79837 0.084
C -0.50916 1.97030 -6.69115 -0.045
C -1.74952 1.25551 -6.08190 -0.472
C -1.37615 0.10698 -5.19547 -0.052
O -2.55440 2.23734 -5.35317 -0.079
H 0.20530 1.23352 -7.18487 0.095
H -0.05469 2.52518 -5.85309 0.072
H -0.94071 2.64039 -7.48545 0.089
H -2.38218 0.86003 -6.89329 0.136
H -0.75581 -0.55938 -5.80698 0.079
H -2.28883 -0.37575 -4.94194 0.070
H -0.80725 0.32100 -4.27183 0.076
H -2.86553 2.87187 -6.02647 0.105
C -7.19321 0.47463 1.69121 -0.061
C -5.76739 0.05231 2.00295 -0.507
C -5.02021 -0.34864 0.66330 -0.023
O -5.13403 1.01366 2.77817 -0.045
H -7.65302 -0.39660 1.23689 0.076
H -7.16822 1.32879 1.03254 0.077
H -7.75117 0.71113 2.59626 0.079
H -5.89938 -0.84285 2.58027 0.118
H -3.99830 -0.58062 0.94793 0.062
H -5.10641 0.36353 -0.07554 0.043
H -5.53635 -1.26168 0.30715 0.087
H -4.20136 0.74088 2.78275 0.053
C 0.56994 4.49079 -2.04042 -0.068
C -0.75340 3.92056 -2.53585 -0.447
C -2.01863 4.58309 -1.83661 -0.035
O -0.85924 4.15648 -3.97013 -0.110
H 1.45233 4.02160 -2.49942 0.074
H 0.71645 4.26942 -0.96232 0.058
H 0.61611 5.58466 -2.16013 0.084
H -0.74479 2.82017 -2.36381 0.111
H -2.91765 4.26562 -2.26839 0.040
H -1.89987 5.66789 -1.95824 0.075
H -2.04456 4.28414 -0.73967 0.083
H -1.15845 3.29544 -4.44096 0.068
C 2.21418 -3.66093 -1.05977 -0.054
C 2.64393 -3.79993 0.39558 -0.466
C 3.95395 -4.58821 0.46420 -0.057
O 2.81027 -2.46963 0.93021 -0.101
H 2.96936 -3.15363 -1.71908 0.092
H 1.20447 -3.15711 -1.01397 0.082
H 2.08591 -4.64155 -1.51249 0.077
H 1.84998 -4.36793 1.05730 0.145
H 4.71339 -4.09335 -0.15381 0.088
H 3.75715 -5.61347 0.05600 0.095
H 4.31230 -4.68647 1.46195 0.059
H 3.13152 -2.44627 1.86389 0.053
C 0.22034 1.68642 0.37049 -0.035
C 0.58409 0.31946 -0.17985 -0.460
C 0.18749 0.22388 -1.67142 -0.047
O 1.95849 0.07122 -0.01727 -0.060
H 0.49030 1.64573 1.45046 0.088
H -0.84200 1.84799 0.36069 0.077
H 0.77388 2.48203 -0.11030 0.056
H 0.08030 -0.38454 0.46299 0.128
H 0.45884 -0.71207 -2.17387 0.058
H 0.81390 0.89458 -2.20857 0.061
H -0.86904 0.42867 -1.82647 0.082
H 2.01982 -0.87699 0.21347 0.064
C -3.67765 1.12279 5.43752 -0.039
C -2.29751 0.75655 4.79690 -0.457
C -1.71647 -0.62508 5.14667 -0.058
O -2.23773 0.85757 3.38622 -0.051
H -3.58179 1.12172 6.48783 0.058
H -4.44143 0.39506 5.21889 0.069
H -3.94404 2.15968 5.18130 0.081
H -1.60055 1.51536 5.25114 0.128
H -2.41788 -1.47669 4.90125 0.095
H -1.52462 -0.71179 6.21382 0.073
H -0.70613 -0.78265 4.71137 0.059
H -2.19519 1.77140 3.21992 0.027
C -1.17773 -4.00915 3.07892 -0.069
C 0.20594 -4.24596 3.66481 -0.232
O 0.70903 -3.13844 4.54731 -0.144
H -1.25045 -3.10057 2.47107 0.080
H -1.92679 -4.16569 3.82943 0.069
H -1.29761 -4.81490 2.38884 0.064
H 1.00645 -4.38729 2.97005 0.076
H 0.25217 -5.09706 4.32561 0.106
H -0.09017 -2.99647 5.14607 0.099
```

Computed properties:
Relative energy (zero: lowest compared OMol25 entry of this formula, charge and spin) in kJ/mol: 0.0
SMILES string: CC(C)O.CC(C)O.CC(C)O.CC(C)O.CC(C)O.CC(C)O.CC(C)O.CC(C)O.CC(C)O.CC(C)O.CC(C)O.CCO
2S+1: 1
LUMO level in eV: 0.51
Net charge: 0

***

> Which value of 2S+1 does entry 2 give?

1

***

> What is the 2S+1 in the first record?

1